Below is C92H198F24N5O8P6S4 as an isolated structure, with properties calculated with ωB97M-V with the def2-TZVPD basis set.

The net charge is +3. For the molecular weight, the calculation gives 2272.69 Da. The total energy comes out at -286731.116 eV. The value obtained for the HOMO-LUMO gap is 10.32 eV. The HOMO energy is -14.373 eV. The multiplicity is 1.

Structure (XYZ):
```
337
C92H198F24N5O8P6S4 | OMol25 | ωB97M-V with the def2-TZVPD basis set
H -1.6956 -5.8433 5.7470
H -2.7293 -5.0060 -2.9803
H -2.7447 1.2711 -9.2956
H -6.5948 7.2259 9.1740
C 2.0413 1.1655 -4.2602
H 11.1054 3.6490 -0.9107
C -0.6667 5.2469 -8.0471
O -1.1446 -5.3973 1.2934
H -4.5816 4.9614 7.1020
F 0.5768 -8.4851 -2.8009
H -5.5911 -7.2977 -8.3435
C 1.4795 -5.1223 8.4818
C -4.8225 -7.0528 -3.3265
O 1.8130 3.8034 -0.7382
C -5.9476 7.1475 8.3071
C 2.7768 -2.8565 -3.2764
H -7.4115 -5.6301 -7.2369
H -5.9815 -3.7933 -4.9619
O 0.9933 5.3496 -2.4483
H 2.9273 0.8898 -3.7170
H -0.5808 1.0708 -1.0798
H 2.4269 -4.5873 -2.0339
H 1.8642 -4.6858 12.3695
C 11.4885 1.7484 0.2342
H -3.7998 8.4633 -6.5012
N -0.6460 4.0188 -1.0434
S -0.1180 -4.6205 0.6328
H -2.4352 3.9881 3.7611
H 1.7305 2.9732 -10.6092
H 1.6375 -0.8683 1.1079
H 0.2780 -2.4340 7.1922
C -1.9989 -2.2591 -3.5249
F 2.0281 -7.3753 -1.6138
C -4.9388 -4.5545 1.9601
C 0.7339 -5.5072 10.8528
N 4.4654 -4.3581 -2.0029
C -5.7626 -6.2886 -8.4868
H 4.3275 -5.9268 -3.3512
H -6.6138 -4.4740 0.5672
H 11.0982 1.9415 1.2115
S 0.7619 4.6941 -1.2076
H 3.1775 -5.2855 5.9309
C 9.2991 3.2410 -3.4047
H -1.7489 9.1002 -4.2011
O -1.9001 3.1012 -2.9941
H 3.1992 0.3179 -1.7154
C -2.4135 7.3919 3.6371
H 0.9926 -2.0830 -2.2203
H -1.0261 -7.1237 6.7548
H 0.2748 -1.0517 -0.0622
H 2.6791 5.1813 6.6669
H 4.6363 -2.8127 0.3823
F 2.3077 -5.6009 1.4108
P -4.8412 -5.2342 -3.4579
H -0.0669 4.6296 -4.4275
C -2.4215 8.3101 -4.7800
H -0.2636 -6.1163 8.9434
C 0.4394 1.8164 1.2747
H -6.5512 6.4708 7.6274
H -4.7145 6.8963 5.7917
F 5.3294 0.2823 -3.4446
H 0.6605 5.8685 -10.2936
H -1.2918 -0.7634 6.3612
F 1.3023 -4.5394 2.9060
C 2.5288 1.0011 0.2489
H -5.8456 8.1428 7.9125
H -0.2757 4.4411 -10.7379
H 1.0819 -6.9771 6.2181
H 3.4478 -1.9718 -3.3669
C -5.5337 -4.2439 0.6042
H 5.2834 -5.3210 1.0470
F 3.7218 1.5599 3.1196
C 8.8291 4.6728 -1.5057
C 0.6877 5.8724 0.2928
C 5.4928 -3.3606 -0.0685
H -1.6578 1.0970 1.2670
H -1.0074 -1.0975 1.9525
F -3.1292 2.5694 -0.2161
C -3.6143 7.6365 2.6911
C 0.2430 4.4127 -5.4368
H 5.3944 -4.5061 6.2662
H 1.9174 -6.1270 8.3764
H -3.7627 6.7493 2.0595
C -6.4110 3.1540 6.2783
H 6.0735 4.4059 -3.3186
H 2.9654 -3.4199 -4.1768
C -1.1961 -7.6796 4.7185
C -0.0608 -3.2991 6.6491
H 9.3036 1.3007 -1.6554
H -0.1734 3.2640 -8.7965
H -3.7466 -4.8567 -0.6496
H -2.9934 -4.6093 -4.6566
H -3.0324 5.2484 7.7007
H -6.2996 2.1232 5.9942
C 1.8081 4.0801 -10.7112
F -0.0138 6.9181 0.0466
C -3.1620 0.8642 -8.3969
H -6.9237 -7.0748 -3.6416
C -2.3055 6.0155 -5.7591
N 0.3479 -5.2111 -0.7378
F 2.0956 -3.4341 1.1871
H -0.3517 -0.3936 4.8733
H -0.4656 -4.4337 9.3689
H -5.0125 -6.0290 -0.4164
F 5.2417 -1.8132 -4.5706
H -3.6777 -0.0600 -8.7063
C -3.1926 9.0972 -5.8492
H -1.1458 6.4265 6.6839
H -3.8114 4.9682 3.3115
C -0.7327 1.0531 1.8604
H -6.9160 8.8776 3.1222
H 7.0549 2.6981 -0.9447
C 5.3973 -3.2726 -1.5893
H -6.2143 -9.2909 -4.6273
F 0.1312 5.1597 1.2687
C -5.4957 -5.6192 -6.0951
H 3.6123 -5.3953 -0.5261
H -1.3863 2.4249 -6.9495
F -4.4374 3.9227 -1.3069
H 3.4409 -2.1996 6.4258
F 1.7170 1.2387 4.4373
C 4.8202 -4.9648 -3.2568
H -7.4880 3.4549 6.2875
C -4.1676 3.6689 5.0163
H 4.7470 -4.1558 3.9323
C -0.9322 -6.6070 5.7977
H 8.5831 3.6864 -4.0607
C 7.2439 2.9447 -1.9932
H 11.5195 2.1741 -1.9010
H -0.3952 -8.4365 4.7560
C 0.4956 1.0308 -1.0771
H 1.4856 6.2910 5.9990
H -0.2872 6.2767 -8.0198
H 1.1304 0.6864 -3.8462
H 7.9252 5.7318 -3.1313
H -7.6754 -10.8604 -3.3602
C 0.6878 -0.5406 0.7896
H -4.7463 -5.9773 -8.7242
H -4.2014 2.6845 4.5742
C 1.4943 -4.5838 1.5990
C 0.2886 -5.2669 9.3701
H -3.2541 -7.4621 4.7132
H -5.4751 -3.9624 2.6766
H -0.1565 -5.9191 11.3694
C -1.3229 -0.7447 5.3215
H -4.0677 -2.5337 -4.0855
H -5.3646 7.0616 3.7589
C -5.6716 3.9966 5.1947
H -5.9041 3.2613 7.3054
H 6.3798 -3.4970 -1.9730
H -1.7908 -2.2747 3.8103
H -0.5526 3.8658 5.1354
H -3.8789 -4.3568 1.8841
C -4.5347 6.5129 8.6035
H -6.6365 -4.9432 -1.8038
H 5.0726 -2.3110 -1.9051
H -5.0263 -5.5833 2.2834
C 0.3297 4.3447 -8.7429
H -4.2554 1.4275 -6.5995
P 1.0847 -4.6637 6.7179
H -7.8967 -9.7303 -2.0847
C 10.9652 2.5154 -0.9889
C 1.3132 -2.4492 -3.1996
O -1.5992 -6.6731 -1.4240
H -8.4231 -9.5031 -3.7658
C -4.8498 -4.9664 -0.5787
O 0.0744 -5.6642 -3.0663
H -5.4308 -3.2084 0.5321
O -0.3973 -3.2313 0.5128
C 1.9081 2.7092 -4.4369
H 0.1545 2.1859 -5.3602
C -0.2099 -0.3705 1.9960
H -3.7977 7.2226 9.0260
H 1.2563 4.2365 -8.1403
H -0.3299 6.3561 5.0068
H 11.3841 0.6612 0.1167
H -0.7489 6.8838 -4.5615
H 5.7396 4.4593 -1.6144
C -1.0889 5.8710 5.7316
N 1.0507 0.8280 0.2827
C 3.2608 0.0103 -0.6072
H 6.5997 -5.2589 -0.0965
C -2.1928 -0.7018 -3.5562
H -3.6504 -2.7990 -2.3171
F 7.2592 0.8221 -4.5349
C 5.5652 -4.9230 0.0614
C -2.1430 3.1277 -6.6124
H -1.4503 3.9274 6.6905
C 2.6733 -4.2566 5.9292
H -4.1128 3.8192 -6.9503
C -1.5505 -2.1596 4.8639
H -1.0128 1.3477 2.8843
H 5.3548 -0.5920 -0.5092
H 0.6974 -3.6263 11.8088
C -1.4864 7.2511 -5.3163
H 10.2628 3.7194 -3.4866
H -1.5298 -2.5472 -4.4794
C 6.5190 4.2809 -2.3208
H 12.5336 1.8852 0.3823
C -4.0444 1.8142 -7.5858
H 9.7683 5.1530 -1.7952
H 1.3882 -6.3902 10.8540
H -3.8217 3.5142 6.0589
C -2.6241 -8.2872 4.8536
F 4.7533 0.0338 4.4077
H -3.9174 9.7385 -5.3666
H 4.7590 -6.3796 -1.4922
H -2.5251 9.7169 -6.4453
H 2.7135 4.4132 -10.1344
C 4.5782 -5.4579 -0.9869
H 0.8664 3.4366 6.9434
C 0.8646 3.0161 -5.5449
C -6.1931 -7.6964 -3.0885
H -1.0474 -7.1456 3.7425
C -4.9175 8.0079 3.3459
C 0.5958 4.7424 -10.1939
H -2.0460 8.3455 4.1854
H 1.8976 4.9558 5.1058
C -0.2452 -2.9947 5.1472
C -3.9424 5.7819 7.4187
H 2.2264 -4.4273 8.8672
F 3.6077 1.8449 5.3491
C -3.3476 -2.9612 -3.3653
H -6.1962 8.2290 1.6442
H -4.3996 -7.4354 -4.2824
H -6.2348 3.9496 4.2569
H -5.8028 5.0301 5.4109
H -5.4985 -9.7331 -3.0642
H -5.7085 9.7318 2.2408
H -3.2336 3.6647 -8.4899
C -3.3186 -4.4162 -3.6665
F -3.2088 4.7413 0.1765
H 0.3480 -0.4892 2.9010
H 1.3265 2.8818 -6.5019
H 2.2253 -3.9005 10.8854
H -5.3217 -6.6963 -5.8946
C 3.0766 -3.7486 -2.0652
H 0.2257 2.7128 0.7791
C 0.4540 -6.0845 5.8225
C 0.6473 4.4594 6.8099
H -4.4660 -5.2693 -6.3384
C -7.6587 -9.8151 -3.1584
H 1.0714 -1.7394 -4.0406
C 7.6255 5.3589 -2.1225
H -5.6737 -3.4893 -1.8990
H 5.0988 1.0766 -0.0866
H -6.3732 -6.2158 -9.3677
H 9.3207 2.2343 -3.8143
H 4.2699 -2.5001 4.0547
C -6.3793 -5.4616 -7.3614
F 1.9060 6.2246 0.6841
H -2.2484 0.6048 -7.8203
H 8.8848 2.3236 -0.1849
H -2.8044 -9.0763 4.0943
C -5.5667 -4.5699 -1.8817
C 4.6683 0.0708 0.0269
O -2.0378 5.4877 -2.5424
C -5.9791 -4.8583 -4.8760
P -1.2371 4.7071 -6.4205
F 5.3055 0.2125 -5.7024
H 0.6565 -3.2392 -3.4746
H 2.8801 -1.0048 -0.4835
H -1.5553 5.3321 -8.6728
H -1.3693 -2.5390 -2.6905
H 2.8782 0.9447 1.3022
H -3.0175 -0.3251 -2.9914
C -5.9619 8.7414 2.5967
H -1.2527 -0.1868 -3.3346
H -3.2206 7.9265 -4.1438
H 6.3948 -2.8901 0.3629
H 3.6359 -3.5009 7.6111
H 1.9257 4.2845 -11.7807
C -3.2594 4.5919 4.1985
H -6.2878 -7.6745 -2.0523
H -3.2538 8.3189 1.9082
F 7.1543 -1.2455 -5.6079
H 0.9480 1.9226 -1.5930
H -4.6592 8.6120 4.2419
H 1.7964 3.2796 -3.5181
F 2.7415 -0.4252 5.5952
H -4.6344 5.7116 9.3795
C 1.3906 -4.3152 11.4741
H -0.4050 -3.9801 4.7182
H -5.0842 1.9222 -8.0566
H -3.2986 7.6678 6.5358
C 9.4597 2.2751 -1.1126
C -0.6970 4.4439 6.0478
H 0.7785 -5.8587 4.8165
F 0.4898 -8.5390 -0.5998
C -3.7481 6.7062 6.2710
C 1.7382 5.2569 6.0970
H -6.9739 -5.1548 -4.4951
H 4.6785 -0.1765 1.0913
H 2.1211 0.8114 -5.2853
H 4.6968 -4.2746 -4.1120
H 1.0131 5.1801 -5.5908
H -4.0020 -7.1841 -2.5307
H -2.8969 5.7104 -4.9043
C -3.2387 3.8074 -0.7849
S -1.8416 4.1698 -2.0180
H 2.7173 2.0147 -0.1251
H 7.0856 2.1427 -2.7293
H -2.3977 2.7659 -5.5875
H 5.9369 -5.1066 -3.1305
H 5.7306 -2.7451 6.4650
H 0.6515 -2.4935 4.6534
H 1.1565 2.0181 2.0801
H -0.9526 -3.7508 7.0965
C 0.7420 -7.7650 -1.7003
H 2.9669 -3.2570 -1.0770
H -6.4249 -4.4500 -7.6139
F 2.7910 -0.5218 3.2955
H 2.4803 -4.1293 4.8459
P 6.2789 -0.4891 -4.5674
H -2.5506 -0.4603 -4.5863
C 5.0167 -3.2279 4.4367
H 7.3041 6.2857 -1.6724
H 5.9703 -2.8366 4.0418
C -6.3113 -9.1586 -3.5052
H 0.7085 0.0843 -1.6120
H -2.3660 -2.6631 5.3694
H -2.7300 -8.6761 5.8826
C 5.0289 -3.4797 6.0134
H 8.8311 4.6748 -0.4360
S -0.2577 -6.2229 -1.7575
H -2.1234 -0.0730 4.9173
P 3.2388 0.6228 4.4165
F 7.1367 -1.1197 -3.3432
H -1.4975 7.0147 3.0761
P -2.6988 6.1406 4.9094
H -0.8865 7.6532 -6.1357
H 2.8753 3.0715 -4.7514
H -3.0402 6.2076 -6.6482
C 3.6661 -3.2672 6.5975
C -3.3822 3.2121 -7.5218
H 0.5563 4.8739 7.8176
N 8.7619 3.2353 -1.9979
```